No. 1
10
Properties=species:S:1:pos:R:3:forces:R:3 method="wB97M-V/def2-TZVPD" e_homo_ha=-0.3187 charge=0 e_above_lowest_kcal_mol=14.72 molar_mass_g_mol=109.0 e_tot_ev=-23231.8185 smiles="[H]/P=N/POC"
H 3.5083 -0.6878 1.5211 0.306 -0.164 0.139
P 2.4187 -1.6060 1.5917 -0.110 0.436 -0.146
N 1.4032 -0.6847 0.8379 0.556 -0.697 0.373
P -0.1566 -0.9383 0.3208 -0.352 0.636 -0.386
O -0.3179 0.5827 -0.2889 -0.036 0.014 0.082
C -1.3277 0.9286 -1.2084 -0.160 -0.030 -0.041
H -0.7715 -0.7047 1.5807 -0.082 -0.121 0.108
H -0.9854 1.8252 -1.7255 -0.097 -0.054 -0.014
H -2.2650 1.1489 -0.6904 -0.026 0.027 -0.064
H -1.5061 0.1362 -1.9389 0.001 -0.047 -0.051



No. 2
17
Properties=species:S:1:pos:R:3:forces:R:3 method="wB97M-V/def2-TZVPD" e_homo_ha=-0.3129 charge=0 e_above_lowest_kcal_mol=43.47 molar_mass_g_mol=89.1 e_tot_ev=-7862.6685 smiles="C=CO.CNC"
C -2.4848 0.2933 0.3580 0.570 0.300 0.114
C -1.6421 1.0406 1.0642 -0.047 0.195 0.201
O -0.3115 1.1430 0.9155 -0.098 -0.128 -0.071
H -3.5338 0.4292 0.5303 -0.294 -0.352 -0.030
H -2.0843 -0.3718 -0.3938 -0.333 -0.054 -0.221
H -1.9814 1.6651 1.8830 -0.110 0.086 -0.063
H 0.0137 0.6774 0.1065 0.357 0.253 0.374
C 2.0135 -0.8775 0.3568 -0.891 -0.057 -0.393
N 1.3649 -0.1539 -0.7620 0.276 -0.705 0.224
C 0.5029 -0.9718 -1.6219 0.046 0.179 -0.369
H 1.3099 -1.6344 0.6999 -0.056 0.063 0.245
H 2.9072 -1.4220 0.0606 0.318 0.147 0.029
H 2.1766 -0.1694 1.1669 0.305 -0.145 0.017
H 2.1128 0.2205 -1.3296 -0.215 0.363 -0.064
H 1.0341 -1.3902 -2.4717 0.127 -0.220 -0.176
H -0.2910 -0.3396 -2.0165 -0.093 0.017 -0.145
H 0.0183 -1.7965 -1.1035 0.137 0.057 0.328



No. 3
42
Properties=species:S:1:pos:R:3:forces:R:3 method="wB97M-V/def2-TZVPD" e_homo_ha=-0.2528 charge=0 e_above_lowest_kcal_mol=347.41 molar_mass_g_mol=347.3 e_tot_ev=-33500.6322
C -6.1825 0.0824 0.7448 3.063 -1.551 0.855
H -6.3648 -0.8340 0.1128 0.010 0.963 1.093
O -4.9308 0.7725 0.0774 -4.345 -2.440 3.129
C -3.8763 -0.0562 0.0528 -0.002 -1.988 -0.711
C -3.7419 -1.4857 0.4202 -10.045 7.093 2.068
C -2.5912 -2.0284 0.5564 2.078 1.296 -1.011
C -1.5387 -1.4263 0.0941 4.311 7.264 -5.967
C -1.6289 0.0216 -0.6977 -1.870 -3.941 3.160
C -2.8770 0.6713 -0.5987 6.032 -4.779 0.658
O -3.0304 1.8547 -0.9567 -2.493 6.962 -1.380
C -2.0631 2.8260 -1.5061 0.186 -12.113 -3.659
H -1.2935 2.8855 -0.9159 4.400 0.391 3.520
H -1.5947 1.9416 -2.5286 -1.092 3.526 2.417
H -2.4104 3.6745 -1.7721 -3.303 5.266 -2.036
H -0.7562 0.4565 -1.1440 0.293 -0.054 0.076
C -0.2238 -1.9664 0.0022 4.544 -1.977 0.216
N 0.8468 -1.5495 -0.6917 -7.987 2.332 1.004
N 2.0074 -1.9741 -0.6096 3.217 8.680 -5.465
C 3.2064 -1.0935 -1.2432 -1.920 -12.614 7.745
O 2.9352 -0.2168 -1.8107 -2.740 11.433 -7.506
C 4.3933 -1.6027 -0.6627 4.169 6.791 1.656
H 4.4782 -2.5803 -0.4389 0.643 -3.254 -0.288
C 4.4479 -0.9567 0.9425 -4.615 -5.614 -0.121
C 3.5130 0.1921 1.1091 16.752 -0.116 -4.548
N 2.3873 0.1927 1.1635 -6.322 -12.209 5.282
N 1.6073 1.0528 1.2741 -13.052 0.018 5.458
C 1.7406 1.9838 0.5345 -4.705 18.114 -5.894
O 0.8940 3.1308 0.2836 2.487 -6.411 1.209
N 2.9524 2.2700 0.2205 7.497 1.869 -5.381
C 4.0793 1.3341 0.3349 1.651 5.219 -1.001
O 5.1845 1.6940 -0.1568 -3.546 -2.205 1.873
H 3.2118 3.1064 -0.5684 -1.528 -2.979 3.182
H 0.6134 0.8743 1.6235 1.451 -0.095 -0.668
H 4.0356 -1.9437 1.5539 0.925 2.704 -1.139
H 5.4390 -0.8747 1.1755 2.390 0.923 0.603
H 5.2625 -0.9009 -1.1109 -1.436 -2.595 0.521
H 2.2376 -2.7249 -0.2630 2.736 -10.033 4.947
H -0.0329 -2.8606 0.6871 -0.232 0.727 -0.717
H -2.4481 -2.8971 0.9147 0.648 -6.351 2.855
H -4.7139 -1.7027 1.1143 2.598 -0.451 -1.947
H -6.9466 0.7448 0.7262 -2.207 2.330 -1.145
H -6.2278 -0.0869 1.9574 1.359 -0.133 -2.945